# C4H10NOS

The ion C4H10NOS with charge +1 (ωB97M-V/def2-TZVPD, the Open Molecules 2025 dataset).

Positions of all 17 atoms, in Å:
C (0.77142, -0.50257, -0.72681)
C (-1.14646, -0.05434, 0.23305)
C (0.20020, -1.11117, 0.62325)
C (0.06085, 1.86037, -0.90353)
N (-0.35939, 0.48667, -0.89091)
O (-0.11618, -2.43813, 0.73083)
S (1.06820, -0.51128, 2.15764)
H (1.70562, 0.04226, -0.55419)
H (0.74602, -1.20768, -1.46961)
H (-1.89729, -0.64295, -0.09662)
H (-1.34035, 0.68419, 1.12983)
H (0.49694, 2.05260, 0.00403)
H (0.88974, 2.25817, -1.60838)
H (-0.79819, 2.63457, -0.98455)
H (-0.87639, 0.26765, -1.82431)
H (0.37498, -3.17417, 1.03607)
H (0.22028, -0.64420, 3.14421)

Cartesian forces (eV/Å) of the 2 atoms listed first:
0.4 1.2 3.3
3.7 0.5 4.7

Properties
spin multiplicity	1
total charge	+1
HOMO energy	-13.35	eV
structure (SMILES)	C[N@H+]1C[C@@](O)(S)C1
energy relative to the best compared isomer or geometry (same formula, charge and spin)	348.19	kJ/mol
gap between HOMO and LUMO	9.99	eV



# C4H10NOP

A cluster of 2 separate species, C4H10NOP in total (ωB97M-V/def2-TZVPD, the Open Molecules 2025 dataset).

Positions of all 17 atoms, in Å:
C (2.02834, -0.21163, -0.04989)
C (2.35510, 0.41170, 1.29642)
C (-1.82737, 0.69030, -0.96430)
C (-1.60788, -1.76938, 0.47162)
N (3.05341, -0.48625, -0.84124)
O (0.76518, -0.37932, -0.32715)
P (-1.36740, 0.03333, 0.67802)
H (3.19938, -0.09498, 1.66649)
H (2.57997, 1.40897, 1.15464)
H (1.44345, 0.29122, 1.90234)
H (-2.83800, 0.69133, -1.24874)
H (-1.42219, 0.12934, -1.74472)
H (-1.45080, 1.65539, -0.99098)
H (-1.49641, -2.28376, 1.50514)
H (-0.87791, -2.12510, -0.25211)
H (-2.56304, -2.07965, 0.24484)
H (3.90173, -0.28575, -0.33582)

Cartesian forces (eV/Å) of the 2 atoms listed first:
2.6 0.5 -0.1
-2.4 -1.8 -0.4

Properties
spin multiplicity	1
HOMO energy (alpha / beta)	-8.45 / -8.45	eV
energy relative to the best compared isomer or geometry (same formula, charge and spin)	307.72	kJ/mol
gap between HOMO and LUMO (alpha / beta)	6.86 / 6.86	eV



# C4H9N

The molecule C4H9N (ωB97M-V/def2-TZVPD, the Open Molecules 2025 dataset).

Positions of all 14 atoms, in Å:
C (-0.82503, -0.12559, -1.19410)
C (-0.18685, -0.66874, 0.05975)
C (-0.57647, -1.81684, 0.62093)
C (1.10219, 1.45123, 0.30500)
N (0.65068, 0.18447, 0.83715)
H (-1.01681, 0.94329, -1.08626)
H (-0.17811, -0.23152, -2.05206)
H (-1.78788, -0.60819, -1.30767)
H (-1.28431, -2.47188, 0.14000)
H (-0.07098, -2.12731, 1.52671)
H (1.60968, 1.26868, -0.64908)
H (0.34017, 2.19660, 0.08151)
H (1.90880, 1.79321, 0.94849)
H (0.31493, 0.21259, 1.76962)

Cartesian forces (eV/Å) of the 2 atoms listed first:
0.3 0.3 0.6
-0.6 0.5 1.1

Properties
spin multiplicity	1
HOMO energy	-7.97	eV
structure (SMILES)	C=C(C)NC
energy relative to the best compared isomer or geometry (same formula, charge and spin)	73.88	kJ/mol
gap between HOMO and LUMO	9.04	eV



# C7H7Cl21

A cluster of 7 separate species, C7H7Cl21 in total (ωB97M-V/def2-TZVPD, the Open Molecules 2025 dataset).

Positions of all 35 atoms, in Å:
C (-6.08751, -10.02000, 12.96896)
Cl (-6.00585, -10.67250, 11.35430)
Cl (-4.50242, -9.42321, 13.45620)
Cl (-6.74153, -11.19291, 14.14445)
H (-6.67887, -9.15735, 12.94629)
C (-7.00947, -5.80386, 15.30992)
Cl (-5.35868, -6.46728, 15.19365)
Cl (-8.19924, -6.78138, 14.43122)
Cl (-7.00851, -4.15483, 14.62610)
H (-7.23553, -5.66782, 16.41112)
C (-2.48798, -8.01878, 10.69623)
Cl (-1.70578, -6.61260, 11.34784)
Cl (-1.53229, -9.45451, 10.85459)
Cl (-3.01775, -7.70071, 9.08197)
H (-3.43683, -8.00900, 11.28402)
C (-11.25533, -9.02042, 12.76831)
Cl (-11.97208, -10.18690, 11.67659)
Cl (-10.02837, -7.92535, 12.13296)
Cl (-10.57730, -9.82765, 14.11463)
H (-12.03776, -8.36036, 13.09173)
C (-8.78540, -14.23096, 13.00303)
Cl (-8.18651, -15.89167, 13.09243)
Cl (-10.28318, -14.03038, 13.93019)
Cl (-8.90518, -13.81680, 11.28553)
H (-8.11566, -13.54558, 13.47496)
C (-6.25309, -5.25959, 11.18276)
Cl (-5.54191, -6.65099, 11.87422)
Cl (-7.92252, -5.61271, 10.65453)
Cl (-5.27256, -4.59012, 9.89802)
H (-6.28673, -4.51291, 11.96695)
C (-5.64322, -13.44855, 16.67096)
Cl (-4.89451, -14.06805, 15.17916)
Cl (-4.83759, -14.11419, 18.07216)
Cl (-7.36607, -13.69611, 16.70815)
H (-5.50537, -12.38703, 16.64069)

Cartesian forces (eV/Å) of the 2 atoms listed first:
0.8 -0.8 0.2
-0.1 -0.3 -0.2

Properties
spin multiplicity	1
HOMO energy	-10.96	eV
structure (SMILES)	ClC(Cl)Cl.ClC(Cl)Cl.ClC(Cl)Cl.ClC(Cl)Cl.ClC(Cl)Cl.ClC(Cl)Cl.ClC(Cl)Cl
energy relative to the best compared isomer or geometry (same formula, charge and spin)	61.89	kJ/mol
gap between HOMO and LUMO	11.19	eV



# C22H55MnO11

A structure of composition C22H55MnO11 (ωB97M-V/def2-TZVPD, the Open Molecules 2025 dataset).

Positions of all 89 atoms, in Å:
Mn (-22.64939, -11.70468, -6.84479)
C (-22.07581, -7.29228, -6.93726)
C (-22.39046, -8.54194, -6.11681)
O (-22.57139, -9.74651, -6.79917)
H (-22.82100, -7.09461, -7.70625)
H (-21.07258, -7.44370, -7.34769)
H (-21.90916, -6.38341, -6.35725)
H (-23.17394, -8.33838, -5.37810)
H (-21.50745, -8.65976, -5.47173)
C (-26.12797, -8.74933, -1.47484)
O (-25.02570, -7.99996, -0.96487)
C (-24.27706, -7.33212, -1.96430)
C (-23.28818, -6.36269, -1.31026)
O (-23.87414, -5.16934, -0.84763)
C (-24.59249, -5.29205, 0.36249)
H (-27.02894, -8.22670, -1.14698)
H (-26.11372, -9.71425, -0.96294)
H (-26.07854, -8.91719, -2.55016)
H (-24.97708, -6.73422, -2.55294)
H (-23.61177, -7.99699, -2.52811)
H (-22.44382, -6.22876, -1.99013)
H (-22.78784, -6.79096, -0.42849)
H (-25.26445, -6.14942, 0.41294)
H (-25.18477, -4.40110, 0.55241)
H (-23.85110, -5.41045, 1.16245)
C (-25.29766, -0.18639, -6.05217)
O (-24.70806, -0.86830, -7.14371)
C (-25.28035, -2.06973, -7.59946)
C (-24.62191, -3.27057, -6.91598)
O (-24.91310, -3.17030, -5.53220)
C (-24.43078, -4.23691, -4.76497)
H (-24.52094, 0.55338, -5.84090)
H (-25.47923, -0.74710, -5.13370)
H (-26.23515, 0.30023, -6.34336)
H (-25.23766, -2.09282, -8.69003)
H (-26.35819, -2.12394, -7.38720)
H (-23.53134, -3.16902, -6.94391)
H (-25.07612, -4.16855, -7.35495)
H (-24.60165, -4.05030, -3.70634)
H (-23.36305, -4.45075, -4.89028)
H (-24.98991, -5.14461, -5.02516)
C (-17.64268, -7.30776, -10.36603)
O (-18.34113, -6.10864, -10.13484)
C (-19.49634, -6.33746, -9.36767)
C (-20.28864, -5.04547, -9.35577)
O (-19.57335, -3.93786, -8.84128)
C (-20.27861, -2.75002, -8.89301)
H (-18.21286, -7.94856, -11.04766)
H (-17.57321, -7.94271, -9.46710)
H (-16.60623, -7.16361, -10.65389)
H (-19.18370, -6.52224, -8.32871)
H (-20.09922, -7.20551, -9.64525)
H (-21.25994, -5.03774, -8.85369)
H (-20.42586, -4.85459, -10.43079)
H (-20.97796, -2.57811, -8.05358)
H (-20.96264, -2.54406, -9.72556)
H (-19.63486, -1.87718, -8.78679)
C (-20.31647, -10.88111, -8.56560)
O (-21.42030, -11.82494, -8.62640)
C (-20.94646, -13.16054, -8.74980)
C (-22.18640, -14.00588, -8.87551)
O (-23.06482, -13.71202, -7.75515)
C (-23.99562, -14.77283, -7.54392)
H (-19.65056, -10.93124, -7.70212)
H (-20.70589, -9.87304, -8.66861)
H (-19.70791, -11.05674, -9.45665)
H (-20.25540, -13.45219, -7.95186)
H (-20.35456, -13.34123, -9.65508)
H (-21.83814, -15.04081, -8.85529)
H (-22.73542, -13.80302, -9.79361)
H (-24.71287, -14.80531, -8.36714)
H (-24.49727, -14.57434, -6.59706)
H (-23.59572, -15.78518, -7.44869)
C (-18.37202, -8.87382, -5.83470)
O (-17.64156, -9.10217, -7.01487)
C (-16.57110, -10.02127, -6.90765)
C (-15.82122, -10.00125, -8.21374)
O (-16.56929, -10.55270, -9.26266)
C (-15.81090, -10.85372, -10.41923)
H (-17.74236, -8.35112, -5.10330)
H (-18.74248, -9.79713, -5.37533)
H (-19.16394, -8.17471, -6.09756)
H (-16.99927, -11.01720, -6.74674)
H (-15.86166, -9.69531, -6.13992)
H (-14.93505, -10.64408, -8.07359)
H (-15.42194, -9.00383, -8.43445)
H (-14.98239, -11.51831, -10.17301)
H (-15.42775, -9.90739, -10.82697)
H (-16.49779, -11.18391, -11.19411)

Cartesian forces (eV/Å) of the 2 atoms listed first:
-0.1 2.2 -0.8
0.4 -0.6 -0.5

Properties
spin multiplicity	6
total charge	+1
HOMO energy (alpha / beta)	-10.79 / -10.79	eV
energy relative to the best compared isomer or geometry (same formula, charge and spin)	250.67	kJ/mol
gap between HOMO and LUMO (alpha / beta)	6.62 / 5.92	eV



Repeat the first record exactly.
# C4H10NOS

The ion C4H10NOS with charge +1 (ωB97M-V/def2-TZVPD, the Open Molecules 2025 dataset).

Positions of all 17 atoms, in Å:
C (0.77142, -0.50257, -0.72681)
C (-1.14646, -0.05434, 0.23305)
C (0.20020, -1.11117, 0.62325)
C (0.06085, 1.86037, -0.90353)
N (-0.35939, 0.48667, -0.89091)
O (-0.11618, -2.43813, 0.73083)
S (1.06820, -0.51128, 2.15764)
H (1.70562, 0.04226, -0.55419)
H (0.74602, -1.20768, -1.46961)
H (-1.89729, -0.64295, -0.09662)
H (-1.34035, 0.68419, 1.12983)
H (0.49694, 2.05260, 0.00403)
H (0.88974, 2.25817, -1.60838)
H (-0.79819, 2.63457, -0.98455)
H (-0.87639, 0.26765, -1.82431)
H (0.37498, -3.17417, 1.03607)
H (0.22028, -0.64420, 3.14421)

Cartesian forces (eV/Å) of the 2 atoms listed first:
0.4 1.2 3.3
3.7 0.5 4.7

Properties
spin multiplicity	1
total charge	+1
HOMO energy	-13.35	eV
structure (SMILES)	C[N@H+]1C[C@@](O)(S)C1
energy relative to the best compared isomer or geometry (same formula, charge and spin)	348.19	kJ/mol
gap between HOMO and LUMO	9.99	eV



Q: The highest energy relative to the best compared isomer or geometry (same formula, charge and spin) belongs to which entry?
A: C4H10NOS



Q: What is the energy relative to the best compared isomer or geometry (same formula, charge and spin) in the first record?
A: 348.19 kJ/mol